(1)
80
Properties=species:S:1:pos:R:3:lowdin_charge:R:1 method="wB97M-V/def2-TZVPD" charge=-1 largest_force_ev_per_a=2.5
Li -11.235 -11.259 1.083 0.478
B -10.582 -12.839 -0.158 -0.438
H -10.329 -11.786 -0.490 -0.086
H -11.725 -12.996 -0.289 -0.060
H -9.951 -13.580 -0.782 -0.049
H -10.350 -12.913 0.947 -0.074
B -9.990 -9.575 1.718 -0.440
H -9.464 -10.554 1.482 -0.041
H -10.902 -9.495 1.055 -0.066
H -10.278 -9.523 2.840 -0.023
H -9.266 -8.720 1.440 -0.029
C -12.100 -12.332 3.562 -0.067
C -13.220 -11.394 3.119 -0.247
N -13.242 -11.234 1.656 -0.213
C -13.846 -9.950 1.258 -0.254
C -13.639 -9.673 -0.226 -0.058
C -13.953 -12.364 1.027 -0.256
C -15.456 -12.524 1.320 -0.078
H -12.283 -13.312 3.111 0.070
H -12.138 -12.505 4.638 0.076
H -11.121 -12.004 3.221 0.058
H -14.200 -11.658 3.535 0.106
H -13.025 -10.436 3.612 0.107
H -14.894 -9.925 1.576 0.108
H -13.319 -9.173 1.809 0.079
H -14.246 -10.311 -0.866 0.071
H -13.923 -8.644 -0.477 0.076
H -12.584 -9.646 -0.505 0.072
H -13.452 -13.258 1.400 0.101
H -13.769 -12.395 -0.043 0.093
H -15.927 -13.380 0.838 0.070
H -15.980 -11.629 0.975 0.059
H -15.671 -12.631 2.386 0.058
C -4.949 -5.308 3.164 -0.101
C -6.343 -4.882 2.685 -0.250
N -7.442 -5.529 3.394 -0.182
C -7.306 -5.526 4.838 -0.271
C -8.478 -6.137 5.629 -0.086
C -8.745 -5.037 2.961 -0.261
C -9.011 -5.299 1.483 -0.076
H -4.843 -5.126 4.235 0.051
H -4.196 -4.698 2.667 0.071
H -4.753 -6.372 3.029 0.056
H -6.412 -3.800 2.895 0.112
H -6.396 -5.036 1.610 0.093
H -6.437 -6.143 5.076 0.098
H -7.056 -4.518 5.214 0.114
H -8.779 -7.098 5.210 0.083
H -8.128 -6.362 6.637 0.065
H -9.337 -5.469 5.658 0.059
H -8.903 -3.967 3.182 0.117
H -9.482 -5.602 3.529 0.077
H -8.401 -4.654 0.848 0.060
H -10.044 -5.080 1.205 0.071
H -8.860 -6.353 1.251 0.061
C -5.862 -7.667 0.024 -0.154
O -4.902 -7.678 1.068 -0.135
H -5.970 -6.694 -0.453 0.079
H -5.481 -8.350 -0.746 0.073
H -6.837 -8.015 0.375 0.073
H -4.870 -8.556 1.450 0.078
C -9.001 -9.110 -1.815 -0.145
O -9.772 -8.252 -0.977 -0.188
H -9.337 -9.017 -2.844 0.071
H -7.963 -8.770 -1.706 0.053
H -9.063 -10.115 -1.395 0.069
H -9.817 -8.631 -0.065 -0.029
C -14.268 -5.823 4.074 -0.163
C -13.837 -6.839 3.024 -0.175
C -12.455 -7.257 3.507 -0.199
O -11.920 -6.040 4.015 -0.166
C -12.936 -5.184 4.528 -0.191
H -14.748 -6.360 4.893 0.105
H -14.956 -5.074 3.680 0.103
H -13.606 -6.363 2.066 0.123
H -14.572 -7.628 2.880 0.100
H -11.822 -7.584 2.684 0.106
H -12.476 -7.954 4.353 0.124
H -12.705 -4.174 4.188 0.114
H -12.920 -5.193 5.624 0.107

---

(2)
95
Properties=species:S:1:pos:R:3:lowdin_charge:R:1 method="wB97M-V/def2-TZVPD" charge=-1 largest_force_ev_per_a=3.5 e_above_lowest_kj_mol=219.7
B -5.500 -1.944 12.138 -1.519
F -5.708 -3.212 11.721 0.152
F -5.348 -1.897 13.475 0.152
F -4.385 -1.394 11.512 0.113
F -6.539 -1.094 11.911 0.153
C -6.440 -2.432 8.500 -0.259
S -5.093 -2.162 7.299 0.842
O -5.602 -1.122 6.300 -0.578
C -3.944 -1.310 8.430 -0.269
H -6.986 -1.516 8.726 0.043
H -6.135 -2.993 9.383 0.011
H -7.102 -3.125 7.981 0.039
H -3.144 -0.980 7.768 0.041
H -3.656 -2.003 9.220 0.027
H -4.280 -0.387 8.903 0.036
C -1.389 0.786 11.758 -0.246
S -2.530 1.457 10.456 0.836
O -3.668 2.106 11.178 -0.550
C -1.374 2.833 9.906 -0.252
H -1.178 1.411 12.626 0.058
H -0.517 0.440 11.204 0.043
H -1.931 -0.084 12.130 0.013
H -1.280 3.598 10.677 0.049
H -1.797 3.352 9.046 0.036
H -0.458 2.375 9.534 0.038
C -4.310 -1.780 16.739 -0.256
S -3.244 -0.899 17.934 0.838
O -3.565 -1.594 19.221 -0.583
C -1.590 -1.652 17.458 -0.252
H -5.279 -1.806 17.238 0.048
H -4.082 -2.846 16.742 0.040
H -4.478 -1.268 15.792 0.048
H -1.315 -1.336 16.452 0.021
H -1.698 -2.737 17.464 0.044
H -0.795 -1.431 18.170 0.047
C -8.650 -4.642 11.395 -0.225
S -8.728 -5.526 9.726 0.862
O -7.475 -6.447 9.560 -0.582
C -10.168 -6.601 10.153 -0.266
H -9.094 -3.647 11.433 0.036
H -7.593 -4.510 11.625 0.023
H -9.024 -5.325 12.157 0.014
H -9.862 -7.143 11.048 0.048
H -10.388 -7.316 9.360 0.041
H -11.149 -6.130 10.210 0.051
C -1.893 -2.628 13.577 -0.233
S -1.509 -4.345 14.162 0.827
O -1.067 -5.135 12.944 -0.569
C 0.177 -3.850 14.866 -0.243
H -0.985 -2.331 13.052 0.049
H -2.167 -1.962 14.396 0.039
H -2.654 -2.740 12.805 0.032
H 0.807 -3.608 14.010 0.045
H 0.663 -4.675 15.388 0.041
H 0.245 -2.936 15.457 0.026
C -10.278 1.839 9.394 -0.238
S -10.185 0.110 8.628 0.821
O -9.228 0.091 7.444 -0.572
C -9.396 -0.802 10.020 -0.266
H -10.548 2.653 8.722 0.043
H -9.275 1.951 9.806 0.040
H -10.973 1.875 10.233 0.039
H -8.439 -0.389 10.339 0.048
H -9.203 -1.845 9.767 0.031
H -10.164 -0.787 10.793 0.045
C -8.337 -2.303 14.448 -0.230
S -9.690 -2.938 15.559 0.824
O -10.810 -1.909 15.392 -0.594
C -10.248 -4.330 14.529 -0.266
H -7.464 -2.956 14.420 0.013
H -8.070 -1.318 14.832 0.057
H -8.818 -2.188 13.477 0.042
H -11.127 -4.684 15.067 0.045
H -9.537 -5.156 14.568 0.019
H -10.443 -4.012 13.505 0.042
C -3.085 -4.909 10.546 -0.265
S -4.247 -5.150 9.182 0.825
O -3.355 -5.064 7.989 -0.566
C -4.405 -7.003 9.458 -0.243
H -3.571 -4.706 11.501 0.014
H -2.579 -3.992 10.247 0.045
H -2.362 -5.725 10.522 0.054
H -5.027 -7.327 8.625 0.033
H -4.991 -7.262 10.340 0.022
H -3.486 -7.587 9.418 0.052
C -4.989 -6.212 13.518 -0.229
S -6.612 -5.712 14.232 0.855
O -7.613 -6.903 14.029 -0.579
C -5.986 -5.760 16.010 -0.223
H -4.515 -6.966 14.145 0.054
H -4.388 -5.312 13.390 0.023
H -5.106 -6.697 12.549 0.042
H -6.850 -5.657 16.666 0.043
H -5.346 -4.946 16.350 0.032
H -5.424 -6.670 16.220 0.046

---

(3)
103
Properties=species:S:1:pos:R:3:lowdin_charge:R:1 method="wB97M-V/def2-TZVPD" charge=+1 largest_force_ev_per_a=8.6 e_above_lowest_kj_mol=663.4
Zn -9.744 29.737 18.648 0.631
Zn -8.332 27.629 22.877 0.538
P -8.774 28.492 20.551 0.189
O -9.340 27.995 19.187 -0.364
O -7.494 27.894 21.180 -0.347
O -9.690 28.293 21.775 -0.333
O -8.605 29.990 20.210 -0.365
C -11.532 25.454 18.224 -0.732
O -12.480 24.614 18.233 -0.023
N -10.646 25.606 17.200 0.162
N -11.401 26.404 19.024 0.173
H -10.224 26.523 17.179 0.074
H -10.485 24.849 16.551 0.116
H -12.166 26.537 19.670 0.120
H -10.569 26.977 19.045 0.031
C -9.641 32.949 19.443 -0.766
O -9.996 31.951 18.841 0.018
N -10.088 34.100 19.206 0.217
N -8.805 32.849 20.428 0.203
H -9.651 34.746 19.848 0.122
H -10.748 34.450 18.526 0.145
H -8.499 33.681 20.911 0.128
H -8.694 31.861 20.607 0.075
C -4.799 30.610 20.316 -0.775
O -3.764 31.270 20.073 0.010
N -4.919 29.604 21.060 0.180
N -5.996 31.070 20.145 0.161
H -5.791 29.096 21.032 0.065
H -4.133 29.148 21.502 0.131
H -6.828 30.538 20.357 0.037
H -5.964 32.076 20.233 0.122
C -10.520 27.689 25.217 -0.713
O -9.621 27.485 24.367 -0.003
N -10.982 28.879 25.356 0.219
N -10.963 26.810 25.988 0.226
H -10.781 29.691 24.790 0.134
H -11.886 28.900 25.805 0.123
H -10.788 25.868 25.668 0.147
H -11.689 27.045 26.650 0.141
C -12.752 29.273 20.227 -0.738
O -11.795 29.766 19.567 0.006
N -12.536 28.623 21.289 0.191
N -14.002 29.459 20.078 0.207
H -13.323 28.143 21.702 0.127
H -11.577 28.380 21.492 0.074
H -14.326 30.003 19.291 0.141
H -14.582 28.935 20.718 0.128
C -6.161 25.704 18.737 -0.798
O -5.431 24.928 18.156 0.035
N -7.365 26.020 18.308 0.165
N -5.819 26.572 19.616 0.165
H -7.731 25.557 17.489 0.110
H -7.966 26.668 18.797 0.043
H -4.834 26.472 19.814 0.123
H -6.394 27.305 20.006 0.031
C -11.933 28.903 16.518 -0.092
O -10.859 29.651 16.966 -0.212
C -10.138 30.246 15.922 -0.200
C -8.834 30.950 16.297 -0.127
N -8.043 30.178 17.352 -0.046
C -7.386 28.911 16.863 -0.157
C -6.139 28.894 15.957 -0.167
O -5.438 30.141 16.167 -0.208
C -4.058 30.048 16.390 -0.078
H -11.794 27.997 15.928 0.102
H -12.750 29.458 16.059 0.109
H -12.397 28.394 17.363 0.082
H -10.781 30.754 15.202 0.140
H -9.782 29.507 15.204 0.119
H -9.206 31.921 16.627 0.104
H -8.129 31.094 15.478 0.131
H -7.247 30.752 17.588 0.102
H -8.261 28.381 16.487 0.109
H -6.974 28.517 17.792 0.094
H -6.600 28.678 14.993 0.113
H -5.534 27.997 16.088 0.126
H -3.750 29.312 15.648 0.089
H -4.016 29.588 17.378 0.087
H -3.593 31.031 16.314 0.102
C -7.892 30.447 23.433 -0.055
O -7.672 29.150 24.003 -0.232
C -6.306 28.937 24.439 -0.152
C -6.200 27.467 24.769 -0.165
N -6.668 26.656 23.644 -0.065
C -7.007 25.232 23.906 -0.118
C -7.827 24.729 22.713 -0.164
O -8.850 25.674 22.463 -0.285
C -10.080 25.168 21.889 -0.026
H -7.453 30.579 22.444 0.069
H -7.713 31.274 24.120 0.109
H -8.917 30.547 23.076 0.086
H -5.889 29.415 25.326 0.137
H -5.606 29.309 23.690 0.117
H -6.879 27.296 25.604 0.132
H -5.185 27.216 25.074 0.138
H -5.832 26.721 23.080 0.136
H -7.620 25.003 24.777 0.129
H -6.131 24.597 24.043 0.130
H -8.205 23.728 22.919 0.134
H -7.367 24.799 21.727 0.134
H -10.119 24.585 20.969 0.101
H -10.781 25.997 21.794 0.072
H -10.385 24.460 22.659 0.092

---

(4)
84
Properties=species:S:1:pos:R:3:lowdin_charge:R:1 method="wB97M-V/def2-TZVPD" smiles="CC(C)=O.CC(C)=O.CC(C)=O.CO.CO.CO.CO.CO.CO.CO.CO.CO" largest_force_ev_per_a=3.3 e_above_lowest_kj_mol=346.1
C 0.430 -2.899 -10.545 -0.029
C 0.098 -2.676 -9.057 -0.438
C -0.425 -1.276 -8.689 -0.032
O 0.388 -3.485 -8.150 0.026
H 1.167 -3.682 -10.723 0.079
H 0.743 -2.004 -11.082 0.075
H -0.520 -3.190 -10.994 0.081
H 0.412 -0.579 -8.735 0.084
H -0.789 -1.315 -7.662 0.077
H -1.218 -0.968 -9.370 0.076
C -8.663 -0.769 -1.554 -0.019
C -7.283 -1.399 -1.965 -0.465
C -6.657 -1.062 -3.270 -0.037
O -6.808 -2.260 -1.244 0.051
H -9.508 -1.341 -1.938 0.077
H -8.731 0.240 -1.961 0.066
H -8.795 -0.671 -0.476 0.075
H -6.155 -0.095 -3.272 0.086
H -7.369 -0.881 -4.075 0.082
H -5.916 -1.804 -3.569 0.085
C 10.646 1.882 2.338 -0.026
C 9.197 1.677 1.957 -0.492
C 8.394 0.735 2.807 -0.032
O 8.690 2.186 0.957 0.046
H 10.872 1.995 3.398 0.079
H 10.942 2.841 1.913 0.082
H 11.157 1.026 1.897 0.091
H 8.832 -0.262 2.759 0.088
H 7.334 0.739 2.555 0.082
H 8.419 1.112 3.829 0.082
C -1.956 -6.529 2.846 -0.150
O -1.329 -6.852 4.101 -0.134
H -2.641 -5.686 2.927 0.079
H -1.217 -6.209 2.110 0.067
H -2.439 -7.424 2.453 0.073
H -0.796 -7.648 4.036 0.067
C -5.336 5.796 -4.197 -0.212
O -4.955 5.078 -3.099 -0.107
H -4.945 6.795 -4.006 0.079
H -4.862 5.360 -5.077 0.078
H -6.403 5.876 -4.405 0.082
H -4.009 5.239 -3.121 0.079
C 0.455 7.123 -2.241 -0.168
O 0.211 5.723 -2.279 -0.126
H 1.025 7.392 -1.352 0.073
H 0.948 7.532 -3.123 0.075
H -0.537 7.563 -2.132 0.076
H 1.065 5.307 -2.417 0.069
C -0.778 -0.459 0.397 -0.186
O 0.394 -0.547 1.162 -0.113
H -1.274 0.507 0.305 0.073
H -0.582 -0.640 -0.660 0.075
H -1.533 -1.137 0.795 0.076
H 0.956 -1.218 0.769 0.075
C 3.049 4.142 2.966 -0.160
O 2.536 3.222 3.925 -0.129
H 4.013 4.576 3.231 0.074
H 3.201 3.591 2.038 0.074
H 2.303 4.918 2.795 0.072
H 2.276 2.411 3.482 0.068
C -4.863 3.913 3.673 -0.174
O -5.776 3.919 2.599 -0.125
H -4.519 4.944 3.761 0.073
H -5.363 3.743 4.627 0.078
H -4.054 3.204 3.500 0.077
H -5.270 4.194 1.831 0.072
C -0.923 -0.791 7.742 -0.207
O -1.750 0.077 8.401 -0.108
H -0.801 -1.794 8.153 0.082
H -1.269 -0.783 6.708 0.078
H 0.086 -0.381 7.741 0.075
H -1.360 0.949 8.303 0.081
C 2.737 -5.363 -2.121 -0.171
O 3.339 -4.592 -1.100 -0.129
H 2.787 -6.424 -1.874 0.077
H 1.712 -5.018 -2.257 0.078
H 3.206 -5.107 -3.071 0.076
H 4.274 -4.806 -1.146 0.070
C 3.957 -4.065 5.929 -0.161
O 3.317 -4.905 6.918 -0.116
H 3.279 -3.293 5.564 0.066
H 4.848 -3.579 6.324 0.077
H 4.203 -4.456 4.941 0.066
H 2.481 -5.202 6.551 0.068

---

(5)
81
Properties=species:S:1:pos:R:3:lowdin_charge:R:1 method="wB97M-V/def2-TZVPD" smiles=CCO.CCO.CCO.CCO.CCO.CCO.CCO.CCO.CCO largest_force_ev_per_a=2.5 e_above_lowest_kj_mol=360.0
C 1.818 -3.379 -3.506 -0.080
C 1.674 -3.008 -4.976 -0.312
O 2.749 -2.240 -5.500 -0.096
H 1.920 -2.496 -2.901 0.051
H 2.656 -4.024 -3.322 0.066
H 0.924 -3.906 -3.094 0.091
H 0.828 -2.345 -5.081 0.092
H 1.504 -3.915 -5.547 0.105
H 3.600 -2.728 -5.586 0.103
C 1.702 2.299 -4.437 -0.075
C 1.529 0.808 -4.637 -0.276
O 0.377 0.259 -3.992 -0.089
H 2.428 2.692 -5.157 0.082
H 1.931 2.558 -3.411 0.064
H 0.776 2.866 -4.562 0.075
H 2.360 0.323 -4.212 0.095
H 1.559 0.580 -5.704 0.121
H -0.272 -0.052 -4.615 0.093
C 0.597 -4.563 1.282 -0.093
C 1.138 -3.401 0.513 -0.339
O 0.327 -2.994 -0.576 -0.095
H 0.572 -5.441 0.610 0.080
H -0.430 -4.424 1.587 0.062
H 1.235 -4.806 2.123 0.077
H 2.159 -3.573 0.157 0.115
H 1.252 -2.628 1.277 0.073
H 0.594 -2.094 -0.845 0.028
C -3.730 1.357 2.353 -0.098
C -3.136 1.633 3.693 -0.306
O -4.107 1.133 4.615 -0.078
H -3.019 1.579 1.513 0.064
H -4.572 2.034 2.098 0.090
H -4.089 0.335 2.208 0.073
H -3.031 2.679 3.823 0.091
H -2.186 1.156 3.828 0.099
H -3.674 1.031 5.472 0.083
C -2.776 -0.797 -2.592 -0.073
C -2.923 -0.448 -1.135 -0.329
O -4.275 -0.618 -0.755 -0.057
H -3.516 -1.566 -2.844 0.084
H -1.783 -1.204 -2.812 0.066
H -3.047 0.028 -3.233 0.070
H -2.494 0.538 -0.919 0.085
H -2.267 -1.133 -0.610 0.101
H -4.284 -1.039 0.097 0.068
C -0.939 3.766 -0.052 -0.072
C -1.760 4.867 0.685 -0.267
O -2.628 4.399 1.762 -0.103
H -1.614 2.940 -0.195 0.045
H -0.070 3.360 0.471 0.059
H -0.618 4.252 -0.959 0.073
H -2.322 5.424 -0.051 0.100
H -1.047 5.517 1.197 0.108
H -3.270 3.814 1.295 0.070
C 0.152 0.346 0.811 -0.090
C 0.343 0.679 -0.654 -0.315
O 0.629 -0.441 -1.460 -0.108
H -0.678 -0.332 0.872 0.060
H -0.124 1.187 1.450 0.072
H 1.043 -0.180 1.161 0.071
H 1.181 1.417 -0.737 0.108
H -0.578 1.170 -1.019 0.085
H 0.440 -0.253 -2.410 0.046
C -0.740 -2.563 4.229 -0.085
C 0.342 -1.565 3.922 -0.296
O 0.916 -1.252 5.235 -0.092
H -1.395 -2.065 4.979 0.088
H -0.293 -3.447 4.642 0.068
H -1.285 -2.916 3.329 0.075
H -0.013 -0.631 3.522 0.083
H 1.078 -1.989 3.245 0.087
H 1.623 -0.615 5.098 0.067
C 3.059 2.079 1.331 -0.105
C 4.088 2.190 2.401 -0.331
O 4.157 1.013 3.187 -0.074
H 3.183 1.274 0.617 0.077
H 2.896 2.987 0.744 0.084
H 2.095 1.893 1.774 0.049
H 3.802 3.055 3.038 0.125
H 5.044 2.293 1.919 0.104
H 4.708 1.258 3.937 0.081

---

Computed values of HOMO (unit: eV) for the preceding records, in sequence: -5.689 -5.821 -10.970 -9.559 -9.540.
Computed values of DFT total energy (unit: Eh) for the preceding records, in sequence: -1110.6017 -5403.3498 -6438.2266 -1620.8228 -1395.2297.